(1)
A gas-phase ion, C20H41N2O2 (charge +1) in a non-equilibrium geometry. Source: OMol25; level of theory: wB97M-V/def2-TZVPD.

The frontier orbital gap is 9.7134 eV. The max |F| comes out at 4.27 eV/A. The calculation puts the LUMO energy at -2.662 eV. Its structure (SMILES) is COCCCCCCCCCCCC[C@@H]1C[C@@H](CN)[N@H+](CC=O)C1. The value obtained for the energy above the lowest of the compared OMol25 structures with the same formula, charge and spin is 0.0 kJ/mol. The HOMO energy comes out at -12.376 eV. As for the total energy: -1046.30009 hartree.

Geometry as ORCA input:
```
! wB97M-V def2-TZVPD RIJCOSX def2/J DEFGRID3
* xyz 1 1
C -3.814 -3.725 0.053
O -4.424 -2.450 0.030
C -3.704 -1.490 -0.711
C -3.034 -0.458 0.196
C -2.362 0.662 -0.605
C -2.294 2.043 0.103
C -2.101 2.005 1.613
C -0.613 1.765 2.033
C -0.030 3.016 2.694
C 1.507 3.051 2.732
C 2.169 2.614 1.405
C 1.538 3.264 0.180
C 2.020 2.718 -1.200
C 2.515 1.271 -1.210
C 1.335 0.259 -1.097
C 1.328 -0.622 0.203
C 1.138 -2.129 -0.125
C -0.336 -2.511 0.066
N -1.113 -2.342 -1.174
N 1.639 -2.211 -1.501
C 2.943 -2.932 -1.752
C 3.982 -2.705 -0.640
O 4.312 -3.600 0.011
C 1.529 -0.875 -2.167
H -3.355 -3.993 -0.903
H -4.611 -4.448 0.222
H -3.124 -3.823 0.900
H -4.436 -0.938 -1.310
H -2.995 -1.946 -1.412
H -3.816 -0.015 0.809
H -2.280 -0.957 0.816
H -1.369 0.382 -0.976
H -2.967 0.806 -1.507
H -3.211 2.576 -0.149
H -1.498 2.604 -0.392
H -2.368 2.995 1.983
H -2.763 1.315 2.130
H -0.583 0.903 2.701
H -0.095 1.474 1.117
H -0.365 3.000 3.734
H -0.407 3.947 2.273
H 1.896 4.017 3.053
H 1.851 2.340 3.489
H 2.119 1.526 1.403
H 3.223 2.893 1.431
H 0.451 3.252 0.183
H 1.825 4.316 0.213
H 2.728 3.413 -1.645
H 1.145 2.737 -1.857
H 2.948 1.106 -2.198
H 3.300 1.050 -0.485
H 0.412 0.780 -1.338
H 2.308 -0.404 0.630
H 0.601 -0.343 0.957
H 1.663 -2.684 0.649
H -0.803 -1.933 0.866
H -0.381 -3.547 0.401
H -1.931 -2.939 -1.089
H -1.456 -1.387 -1.240
H 0.980 -2.774 -2.057
H 3.352 -2.608 -2.706
H 2.723 -3.994 -1.748
H 4.391 -1.696 -0.441
H 2.220 -0.708 -2.985
H 0.550 -0.910 -2.658
*
```

(2)
3 unconnected molecules or ions with the total composition C20H41N4O6 in a non-equilibrium geometry. Source: OMol25; level of theory: wB97M-V/def2-TZVPD.

The frontier orbital gap is 8.0061 eV. The max |F| comes out at 3.77 eV/A. The calculation puts the LUMO energy at -3.606 eV. The value obtained for the energy above the lowest of the compared OMol25 structures with the same formula, charge and spin is 0.0 kJ/mol. The HOMO energy comes out at -11.612 eV. As for the total energy: -1456.52063 hartree.

Geometry as ORCA input:
```
! wB97M-V def2-TZVPD RIJCOSX def2/J DEFGRID3
* xyz 1 1
C -1.626 0.469 0.443
C -0.597 0.048 -0.005
N 0.590 -0.351 -0.569
O 1.638 0.545 -0.610
C 1.286 1.923 -0.761
C 1.198 2.703 0.591
C 0.500 -1.265 -1.611
N 1.486 -2.063 -1.862
C 2.757 -2.122 -1.128
C 3.870 -2.426 -2.188
N 3.808 -3.855 -2.593
N -0.727 -1.278 -2.306
C -1.193 -2.640 -2.611
C -1.989 -3.236 -1.407
C -3.249 -2.368 -1.085
C -3.795 -2.756 0.292
O -4.888 -2.404 0.631
O -3.043 -3.513 1.168
C -0.572 -0.404 -3.487
C -2.040 0.043 -3.917
C -2.138 1.615 -4.321
O -2.687 0.880 -3.025
H -2.484 0.643 1.074
H 2.141 2.389 -1.287
H 0.425 2.122 -1.425
H 0.210 3.168 0.742
H 1.288 1.947 1.397
H 2.030 3.432 0.706
H 1.358 -2.761 -2.588
H 2.780 -2.957 -0.406
H 2.985 -1.209 -0.567
H 3.592 -1.814 -3.070
H 4.867 -2.139 -1.828
H 4.770 -4.181 -2.529
H 3.582 -3.927 -3.582
H -0.407 -3.375 -2.873
H -1.895 -2.643 -3.464
H -1.298 -3.315 -0.554
H -2.364 -4.230 -1.701
H -2.933 -1.306 -1.069
H -4.013 -2.455 -1.874
H -2.923 -2.960 1.960
H -0.118 -0.879 -4.374
H -0.111 0.540 -3.168
H -2.649 -0.672 -4.510
H -2.686 1.269 -5.271
H -2.916 2.374 -4.115
C 5.565 6.517 1.148
C 4.363 6.106 0.313
C 3.539 7.316 -0.102
O 3.544 5.203 1.063
H 5.246 7.018 2.066
H 6.141 5.640 1.447
H 6.219 7.192 0.593
H 4.699 5.569 -0.575
H 3.155 7.842 0.776
H 2.675 7.007 -0.692
H 4.133 8.014 -0.693
H 3.240 5.666 1.852
C -4.629 -1.898 5.495
C -3.796 -3.129 5.178
C -3.121 -3.678 6.425
O -2.800 -2.796 4.203
H -4.000 -1.097 5.898
H -5.099 -1.510 4.590
H -5.409 -2.126 6.223
H -4.431 -3.897 4.736
H -2.444 -2.936 6.857
H -2.520 -4.555 6.180
H -3.857 -3.959 7.179
H -2.230 -2.117 4.580
*
```

(3)
4 unconnected molecules or ions with the total composition C20H41NO11S in a non-equilibrium geometry. Source: OMol25; level of theory: wB97M-V/def2-TZVPD.

The frontier orbital gap is 9.7518 eV. The max |F| comes out at 8.54 eV/A. The calculation puts the LUMO energy at 0.264 eV. The value obtained for the energy above the lowest of the compared OMol25 structures with the same formula, charge and spin is 586.1 kJ/mol. The HOMO energy comes out at -9.488 eV. As for the total energy: -2066.97466 hartree.

Geometry as ORCA input:
```
! wB97M-V def2-TZVPD RIJCOSX def2/J DEFGRID3
* xyz 0 1
C -2.595 3.822 3.870
O -2.019 2.998 2.759
C -2.843 3.365 1.597
C -2.021 3.598 0.200
C -1.044 2.366 -0.257
C -1.731 0.878 -0.232
O -1.795 0.195 -1.533
S -0.285 -0.397 -2.045
O 0.622 0.750 -2.636
O 0.659 -0.987 -0.713
C 1.981 -1.266 -1.366
C 2.808 -2.498 -0.670
C 4.410 -2.543 -1.133
N 5.083 -1.513 -2.012
O 5.163 -3.558 -0.653
H -2.206 3.435 4.924
H -2.231 4.938 3.679
H -3.773 3.748 3.926
H -3.712 2.559 1.471
H -3.402 4.386 1.847
H -2.799 3.808 -0.681
H -1.429 4.627 0.326
H -0.045 2.354 0.387
H -0.724 2.600 -1.383
H -1.219 0.228 0.628
H -2.864 0.997 0.128
H 2.646 -0.304 -1.319
H 1.807 -1.577 -2.504
H 2.779 -2.395 0.498
H 2.371 -3.556 -1.009
H 4.754 -0.538 -1.829
H 5.054 -1.756 -3.026
O -0.750 -3.051 -2.615
C -1.824 -3.566 -2.916
O -2.206 -4.733 -2.352
C -3.510 -5.326 -2.500
C -3.588 -6.146 -3.774
C -2.689 -2.957 -3.980
H -4.297 -4.568 -2.438
H -3.651 -5.989 -1.641
H -3.439 -5.526 -4.662
H -4.560 -6.640 -3.855
H -2.802 -6.908 -3.786
H -2.328 -3.275 -4.962
H -2.619 -1.867 -3.904
H -3.746 -3.199 -3.884
O 4.634 5.027 0.522
C 5.419 4.244 -0.006
O 6.514 4.704 -0.653
C 7.580 3.873 -1.150
C 7.242 3.326 -2.524
C 5.132 2.772 -0.022
H 7.832 3.086 -0.433
H 8.463 4.512 -1.229
H 6.355 2.688 -2.497
H 8.077 2.742 -2.922
H 7.021 4.145 -3.216
H 4.446 2.548 -0.844
H 4.659 2.500 0.927
H 6.020 2.148 -0.107
O -4.600 1.590 4.741
C -3.985 0.562 4.468
O -4.607 -0.460 3.838
C -3.941 -1.627 3.319
C -3.757 -2.670 4.405
C -2.563 0.385 4.908
H -3.001 -1.359 2.829
H -4.590 -2.036 2.539
H -3.123 -2.301 5.215
H -3.303 -3.577 3.995
H -4.723 -2.930 4.852
H -2.547 0.049 5.949
H -2.053 1.351 4.833
H -1.991 -0.307 4.292
*
```

(4)
A molecular structure, C20H42AlN2O5S3 in a non-equilibrium geometry. Source: OMol25; level of theory: wB97M-V/def2-TZVPD.

The frontier orbital gap is 6.4203 eV. The max |F| comes out at 3.41 eV/A. The calculation puts the LUMO energy at 1.965 eV. The value obtained for the energy above the lowest of the compared OMol25 structures with the same formula, charge and spin is 201.9 kJ/mol. The HOMO energy comes out at -4.455 eV. As for the total energy: -2709.92940 hartree.

Geometry as ORCA input:
```
! wB97M-V def2-TZVPD RIJCOSX def2/J DEFGRID3
* xyz -1 1
C 5.067 -0.109 -0.589
C 4.137 -1.236 0.039
N 3.582 -2.171 -0.996
C 2.094 -2.136 -1.048
C 1.512 -1.978 -2.524
Al -0.493 -1.495 -2.448
N -1.064 -0.746 -4.138
O -0.688 -0.150 -1.156
C -1.634 -3.145 -2.019
C -3.178 -2.964 -2.440
C -3.923 -2.459 -1.145
C -4.147 -3.489 -0.102
C -4.794 -3.044 1.124
C -5.207 -1.649 1.313
C -4.984 -0.639 0.276
C -4.328 -1.080 -0.972
C 4.096 -3.475 -0.634
C 5.366 -4.068 -1.371
O 3.644 -4.176 0.253
H 6.125 -0.491 -0.708
H 5.133 0.729 0.160
H 4.694 0.216 -1.589
H 4.826 -1.838 0.708
H 3.363 -0.799 0.716
H 1.650 -1.272 -0.474
H 1.597 -3.056 -0.634
H 2.003 -1.093 -3.020
H 1.645 -2.902 -3.146
H -0.580 0.159 -4.203
H -2.064 -0.533 -4.014
H -1.282 0.542 -1.494
H -1.188 -4.092 -2.439
H -1.602 -3.271 -0.895
H -3.298 -2.239 -3.284
H -3.581 -3.967 -2.764
H -3.790 -4.532 -0.282
H -4.941 -3.797 1.931
H -5.669 -1.387 2.298
H -5.274 0.426 0.431
H -4.133 -0.307 -1.759
H 6.275 -3.791 -0.757
H 5.512 -3.644 -2.393
H 5.276 -5.178 -1.330
C 1.182 1.808 0.227
S 1.601 3.187 -0.847
O 2.859 2.832 -1.566
C 2.043 4.332 0.477
H 0.906 0.954 -0.395
H 2.042 1.544 0.849
H 0.332 2.082 0.857
H 2.849 3.910 1.079
H 1.167 4.524 1.100
H 2.378 5.267 0.026
C -6.487 4.615 0.013
S -5.487 3.126 -0.168
O -5.753 2.266 1.020
C -3.897 3.931 0.096
H -7.536 4.337 -0.079
H -6.314 5.063 0.993
H -6.230 5.324 -0.776
H -3.885 4.421 1.071
H -3.722 4.662 -0.695
H -3.118 3.170 0.063
C 3.490 0.272 4.586
S 2.417 1.267 3.535
O 3.231 1.711 2.365
C 2.291 2.667 4.663
H 3.732 -0.648 4.055
H 4.409 0.819 4.803
H 2.968 0.029 5.513
H 3.284 3.065 4.876
H 1.807 2.348 5.587
H 1.686 3.438 4.186
*
```

(5)
7 unconnected molecules or ions with the total composition C20H42FNO11S4 in a non-equilibrium geometry. Source: OMol25; level of theory: wB97M-V/def2-TZVPD.

The frontier orbital gap is 8.2362 eV. The max |F| comes out at 8.85 eV/A. The calculation puts the LUMO energy at 0.202 eV. The value obtained for the energy above the lowest of the compared OMol25 structures with the same formula, charge and spin is 240.7 kJ/mol. The HOMO energy comes out at -8.034 eV. As for the total energy: -3361.84445 hartree.

Geometry as ORCA input:
```
! wB97M-V def2-TZVPD RIJCOSX def2/J DEFGRID3
* xyz 0 1
N 13.830 20.492 2.191
H 13.793 20.848 3.048
H 12.940 20.664 1.907
H 14.172 19.647 2.133
H 14.408 20.749 1.548
F 13.324 23.197 2.078
C 15.498 23.404 5.729
C 15.953 23.279 4.323
C 16.267 24.594 3.518
O 17.682 24.601 3.368
C 18.191 23.558 3.765
O 19.354 23.251 3.711
O 17.220 22.760 4.409
H 15.298 22.584 6.359
H 14.497 23.858 5.729
H 16.171 23.940 6.078
H 15.265 22.762 3.449
H 16.139 25.557 4.147
H 15.708 24.636 2.692
C 12.793 15.190 6.225
C 14.086 14.855 5.441
C 13.730 15.088 3.967
S 12.596 16.603 3.983
O 11.543 16.190 3.170
O 13.528 17.727 3.616
C 12.297 16.620 5.753
H 12.692 14.968 7.308
H 12.197 14.527 5.884
H 14.409 13.837 5.384
H 14.748 15.636 5.806
H 13.133 14.456 3.379
H 14.529 15.351 3.271
H 11.182 16.882 5.886
H 13.054 17.379 6.227
C 12.036 22.939 7.371
C 11.136 23.305 6.045
C 11.083 22.025 5.078
S 11.747 20.671 5.993
O 13.120 20.475 5.557
O 10.909 19.483 6.221
C 11.871 21.397 7.544
H 11.693 23.418 8.341
H 13.098 23.277 7.296
H 11.340 24.304 5.571
H 10.042 23.466 6.347
H 11.722 21.944 4.067
H 9.942 21.934 4.816
H 12.606 20.719 8.029
H 10.780 21.335 7.953
C 17.150 19.633 6.329
C 18.481 19.209 5.811
C 18.392 18.895 4.346
S 16.734 18.223 4.065
O 16.770 16.836 3.995
O 16.184 19.046 3.013
C 16.208 18.704 5.574
H 16.957 20.721 5.990
H 16.986 19.580 7.358
H 18.719 18.319 6.118
H 19.313 19.932 6.143
H 18.928 18.058 3.792
H 18.502 19.709 3.683
H 16.073 17.966 6.133
H 15.144 18.870 5.465
C 8.005 17.382 1.548
C 7.491 17.642 3.156
C 8.608 18.216 3.949
S 9.428 19.294 2.826
O 10.893 19.191 3.011
O 9.019 20.618 3.124
C 8.779 18.679 1.311
H 7.023 17.319 0.900
H 8.609 16.508 1.585
H 7.240 16.710 3.587
H 6.716 18.288 3.389
H 9.197 17.453 4.168
H 8.426 18.941 4.819
H 9.543 18.656 0.338
H 8.043 19.426 1.162
*
```

(6)
A molecular structure, C20H42NP3SeV in a non-equilibrium geometry. Source: OMol25; level of theory: wB97M-V/def2-TZVPD.

The frontier orbital gap (alpha / beta) is 6.1204 / 5.4548 eV. Its expectation value of S² is 0.773. The max |F| comes out at 2.49 eV/A. The calculation puts the LUMO energy (alpha / beta) at -14.528 / -15.115 eV. The HOMO energy (alpha / beta) comes out at -20.649 / -20.570 eV. As for the total energy: -5209.77634 hartree.

Geometry as ORCA input:
```
! wB97M-V def2-TZVPD RIJCOSX def2/J DEFGRID3
* xyz 4 2
V 0.061 0.104 -1.038
P -2.073 0.688 -1.793
P -0.941 1.090 1.518
P -0.821 -1.812 0.078
H 2.458 -0.442 -2.387
C 1.665 -0.775 -3.052
C 0.344 -0.272 -2.999
H -0.409 -0.979 -2.537
C -1.553 2.282 -2.532
C -3.615 1.021 -0.885
C -2.726 -0.317 -3.211
C 0.111 1.139 3.032
C -1.222 2.912 1.380
C -2.523 0.699 2.412
C -0.336 -3.142 -1.095
C -2.614 -2.176 0.283
C -0.165 -2.393 1.682
H 1.970 -1.253 -3.994
H -0.113 0.335 -3.790
H -0.623 2.208 -3.112
H -1.409 3.010 -1.722
H -2.362 2.618 -3.191
H -3.447 1.811 -0.143
H -3.977 0.097 -0.407
H -4.359 1.364 -1.621
H -1.938 -0.787 -3.816
H -3.290 0.361 -3.869
H -3.393 -1.113 -2.847
H -0.313 1.852 3.759
H 1.134 1.432 2.775
H 0.161 0.146 3.494
H -1.525 3.299 2.368
H -2.009 3.145 0.649
H -0.305 3.430 1.065
H -2.687 1.482 3.168
H -2.457 -0.271 2.916
H -3.388 0.673 1.743
H -0.821 -4.074 -0.759
H 0.760 -3.252 -1.096
H -0.662 -2.909 -2.122
H -2.700 -3.235 0.569
H -3.162 -2.023 -0.657
H -3.061 -1.567 1.080
H -0.363 -3.474 1.773
H -0.657 -1.874 2.520
H 0.921 -2.220 1.733
C 3.588 -1.629 1.465
C 3.340 -1.996 0.126
C 3.028 -3.314 -0.206
C 2.890 -4.283 0.803
C 3.152 -3.918 2.133
C 3.507 -2.617 2.462
Se 4.126 0.167 1.872
H 3.628 0.101 3.236
H 3.408 -1.249 -0.671
H 2.922 -3.632 -1.244
H 2.615 -5.299 0.542
H 3.104 -4.687 2.909
H 3.717 -2.384 3.510
C 1.416 5.057 0.265
C 2.165 4.073 -0.665
C 1.636 2.730 -0.625
N 1.153 1.676 -0.647
H 0.357 5.142 -0.027
H 1.864 6.055 0.197
H 1.490 4.741 1.319
H 2.109 4.407 -1.715
H 3.222 4.023 -0.359
*
```